Record 1
Computed, not measured: a 2-piece molecular cluster, C2H11N2O overall at a distorted geometry, with ωB97M-V/def2-TZVPD.

Each line ends with the Löwdin charge.
Cartesian coordinates (Å):
C -0.460 -1.845 -0.934  -0.017
N 0.065 -0.512 -1.292  0.077
H -1.199 -1.659 -0.219  0.064
H -0.917 -2.341 -1.902  0.179
H 0.343 -2.220 -0.297  0.113
H -0.344 0.124 -2.120  0.255
H 1.059 -0.698 -1.553  0.186
H 0.012 -0.012 -0.373  0.057
N 0.065 0.102 1.360  0.197
C 0.128 1.488 1.179  -0.115
O 0.775 1.636 -0.197  -0.002
H 1.033 -0.282 1.509  0.202
H -0.536 -0.101 2.231  0.222
H -0.948 1.853 1.119  0.205
H 0.613 1.992 1.999  0.204
H 0.313 2.474 -0.511  0.172

Values from the calculation:
<S²>: 0.755
Energy above the lowest of the compared OMol25 structures with the same formula, charge and spin in kJ/mol: 337.9
HOMO-LUMO gap (spin up / spin down) in Eh: 0.5157 / 0.2490
LUMO (spin up / spin down) in eV: -7.89 / -14.80
2S+1: 2
Net charge: +2



Record 2
Computed, not measured: C20H22BrF2LiNaO6PS as an isolated structure at a distorted geometry, with ωB97M-V/def2-TZVPD.

Each line ends with the Löwdin charge.
Cartesian coordinates (Å):
O 0.518 -0.757 2.951  0.060
C 0.211 0.374 2.497  -0.242
C 1.223 1.633 2.549  -0.033
C 2.707 1.433 2.171  0.033
C 3.623 2.699 2.196  -0.072
C 2.977 4.100 2.629  -0.057
C 1.478 4.278 3.000  -0.006
C 0.583 3.018 2.958  -0.044
C -1.003 3.022 3.269  -0.277
O -1.513 3.654 4.225  0.070
C -1.871 2.099 2.265  -0.132
C -3.254 2.599 1.714  -0.447
P -4.022 4.265 2.161  0.283
O -4.400 4.312 3.834  -0.459
O -2.975 5.581 1.726  -0.328
S -5.703 4.589 1.183  0.243
C -3.967 1.612 0.702  -0.081
C -3.330 0.262 0.306  0.007
C -1.942 -0.257 0.853  -0.071
C -1.300 -1.647 0.383  -0.117
C -0.838 -1.601 -1.175  -0.138
F 0.483 -0.983 -1.287  -0.118
C -1.232 0.717 1.857  0.020
H 3.064 0.398 1.859  0.121
H 4.738 2.571 1.887  0.039
H 3.696 4.995 2.609  0.093
H 1.022 5.278 3.288  0.108
H -4.848 3.356 4.018  -0.270
H -3.521 6.410 1.774  0.073
H -4.967 1.996 0.289  0.075
H -3.910 -0.375 -0.448  0.107
H -0.352 -1.932 0.964  0.116
H -2.065 -2.470 0.587  0.130
H -0.670 -2.703 -1.479  0.121
H -1.611 -1.111 -1.853  0.120
F 6.332 2.251 2.146  -0.636
Li -1.739 3.884 0.216  0.778
C 1.261 -2.608 -4.381  -0.105
O 0.618 -3.662 -3.675  -0.212
C 0.356 -4.791 -4.507  -0.196
C 1.374 -5.902 -4.272  -0.199
O 2.676 -5.514 -4.704  -0.194
C 3.513 -5.129 -3.622  -0.109
H 1.634 -1.889 -3.650  0.083
H 2.105 -2.973 -4.973  0.086
H 0.541 -2.107 -5.033  0.088
H 0.333 -4.501 -5.563  0.126
H -0.638 -5.163 -4.239  0.122
H 1.087 -6.774 -4.868  0.124
H 1.387 -6.206 -3.218  0.126
H 3.837 -6.018 -3.071  0.088
H 3.009 -4.438 -2.943  0.083
H 4.395 -4.635 -4.034  0.090
Na 5.451 3.033 3.910  0.670
Br -4.556 1.726 4.017  0.265

Values from the calculation:
HOMO-LUMO gap in Eh: 0.2159
LUMO in eV: -1.83
2S+1: 1
Net charge: 0



Record 3
Computed, not measured: a 2-piece molecular cluster, C3H4N2O2S overall at a distorted geometry, with ωB97M-V/def2-TZVPD.

Each line ends with the Löwdin charge.
Cartesian coordinates (Å):
C 0.896 -0.323 -1.129  -0.326
C -1.359 0.741 1.774  -0.413
C 1.931 -0.783 -0.401  0.038
N -0.148 -1.183 -1.268  -0.339
N -0.876 1.000 2.828  0.199
O -1.959 0.279 0.910  0.127
O -1.557 0.559 -2.549  -0.517
S -1.522 -0.730 -1.803  0.939
H 0.660 0.639 -1.511  0.079
H 2.777 -0.199 -0.026  0.052
H 2.097 -1.871 -0.107  0.088
H -0.938 1.871 3.281  0.071

Values from the calculation:
Energy above the lowest of the compared OMol25 structures with the same formula, charge and spin in kJ/mol: 263.1
HOMO-LUMO gap (spin up / spin down) in Eh: 0.3070 / 0.3070
LUMO (spin up / spin down) in eV: -0.84 / -0.84
2S+1: 1
Net charge: 0



Taking the records one at a time from the top gives E values of -266.7069, -4909.5626, -774.8266 Eh.